# C27H20AlF5OPSe

A molecular structure, C27H20AlF5OPSe at a distorted geometry (ωB97M-V/def2-TZVPD, OMol25).

The value obtained for the highest occupied orbital energy is -10.873 eV. Its spin multiplicity is 1. For the relative energy (zero: lowest compared OMol25 entry of this formula, charge and spin), the calculation gives 0.000 eV. For the total energy, the calculation gives -4600.454285 Ha. The LUMO energy is -4.333 eV. The value obtained for the HOMO-LUMO gap is 0.2403 Ha. As for the total charge: +1.

```
56
Properties=species:S:1:pos:R:3:mulliken_charge:R:1
Al 13.709 -13.209 -3.094 0.45
C 13.095 -20.090 -2.995 -0.46
C 12.712 -19.106 -3.930 -0.66
C 13.188 -17.796 -3.787 -0.39
C 13.995 -17.464 -2.686 0.47
C 14.472 -18.473 -1.809 -0.33
C 13.972 -19.768 -1.946 -0.64
P 14.495 -15.761 -2.536 0.43
C 15.521 -15.610 -1.087 0.73
C 16.850 -15.143 -1.178 -0.47
C 17.589 -14.928 -0.022 -0.61
C 17.031 -15.122 1.247 -0.51
C 15.713 -15.587 1.351 -0.76
C 14.953 -15.836 0.189 -0.39
C 15.527 -15.281 -3.900 -0.18
C 16.435 -16.055 -4.643 -0.33
C 17.184 -15.386 -5.609 -0.60
C 16.977 -14.008 -5.858 -0.77
C 16.061 -13.284 -5.099 -0.28
C 15.310 -13.906 -4.103 0.33
H 12.689 -21.101 -3.080 0.38
H 12.063 -19.364 -4.774 0.38
H 12.950 -17.023 -4.521 0.36
H 15.158 -18.206 -0.991 0.37
H 14.244 -20.529 -1.203 0.39
H 17.294 -14.931 -2.156 0.27
H 18.623 -14.591 -0.134 0.39
H 17.627 -14.959 2.153 0.39
H 15.252 -15.735 2.331 0.41
H 13.910 -16.200 0.287 0.56
H 16.536 -17.134 -4.438 0.45
H 17.972 -15.925 -6.168 0.38
H 17.498 -13.527 -6.695 0.39
H 15.880 -12.246 -5.311 0.41
C 12.622 -10.628 -6.011 -1.21
C 13.343 -10.813 -4.725 1.06
C 14.221 -9.722 -4.249 -1.26
O 13.089 -11.840 -4.015 -0.34
H 12.671 -9.583 -6.356 0.43
H 11.570 -10.932 -5.889 0.35
H 13.037 -11.265 -6.810 0.33
H 14.724 -9.244 -5.097 0.42
H 14.978 -10.069 -3.528 0.34
H 13.618 -8.950 -3.762 0.42
F 9.697 -9.737 2.678 -0.27
C 10.341 -10.540 1.828 0.50
C 10.443 -10.219 0.466 0.05
F 9.848 -9.093 0.038 -0.29
C 11.138 -11.058 -0.408 0.28
F 11.212 -10.746 -1.717 -0.24
C 11.765 -12.223 0.072 -0.19
Se 12.600 -13.652 -1.016 0.12
C 11.615 -12.541 1.431 0.36
F 12.076 -13.731 1.901 -0.26
C 10.924 -11.720 2.315 0.12
F 10.793 -12.084 3.598 -0.27
```